The following is a quantum chemistry calculation of a 3-piece molecular cluster, C27H61IN5O6P2 overall, from OMol25.

CARTESIAN COORDINATES (ANGSTROEM)
H: 2.1322 0.2087 4.5769
H: -2.9203 -0.0306 -0.3083
H: 6.7429 5.4084 2.4080
C: -2.9307 2.4555 3.3516
O: 7.0089 4.9709 5.5371
H: 2.6097 5.3513 1.9465
C: -1.4877 -3.1777 -5.9426
C: -2.6451 -7.1876 -3.0591
H: 1.0189 -7.5366 -2.6181
H: -3.5410 1.9179 4.2097
H: 2.6778 0.4836 2.7427
H: -3.0655 1.5828 -2.3912
H: -0.7911 -3.0628 -6.8874
H: 2.0103 0.0361 6.7853
H: -1.4985 3.4893 4.7918
H: -1.4171 0.5077 4.7974
H: -2.0190 1.4291 1.4001
H: -0.5926 -4.3735 -0.0159
H: 6.4061 3.9885 3.3536
H: -1.0504 -7.2269 -0.6735
C: -1.9256 -0.3965 -2.9445
H: -0.6814 3.2127 3.1165
H: -1.0148 -4.4667 -4.1159
H: -6.0790 0.8286 0.0890
H: 0.7012 -6.4324 -0.4295
P: 0.6909 0.5462 7.0574
C: -2.2658 -1.7481 -3.8491
H: -0.0325 2.3144 1.2419
H: -1.0293 0.2330 -3.4075
H: -3.3682 -8.0509 -3.4497
H: -0.0800 -2.4825 -4.1595
H: -2.6177 -3.0136 -6.2459
H: -1.0225 -8.7885 -3.0576
H: 6.5023 5.3892 -2.6483
H: 7.4975 7.3148 3.4585
H: -4.8173 2.8153 1.4940
C: 7.0550 5.5457 4.4610
H: -5.4882 0.3906 -1.9959
C: 0.2844 1.8374 5.6634
C: -3.3070 0.5050 -2.8209
N: 6.6545 5.8380 -1.7609
C: -0.9562 -2.0564 -4.8366
C: -5.0354 0.6211 0.5847
H: -2.3901 -6.7127 -5.7770
N: 7.4529 6.8245 4.3359
C: -4.5017 -0.2472 -1.9550
H: 0.6775 1.1178 8.3805
H: 4.2709 5.9406 -2.4916
H: 3.6230 4.7927 3.4346
C: -3.1411 -5.8078 -3.7932
H: -2.4717 -2.6408 -3.0933
C: -2.6177 -5.6304 -5.3418
H: -5.1938 0.0317 1.5919
P: 2.0040 1.3733 3.6899
O: 1.4312 2.4761 4.9615
H: 7.5885 5.8531 -1.3722
C: 1.1166 2.0982 1.2338
H: -0.9367 -4.3167 -1.9409
C: -3.0045 1.4811 2.0350
H: -0.1517 2.7171 6.3203
H: -3.6935 2.3652 -0.0463
H: -0.5409 -1.0806 -5.3454
H: 0.4274 -5.8558 -3.2371
H: -0.8471 -7.6535 -4.5581
I: 4.2170 1.9543 4.5842
N: 6.7116 4.9516 3.3039
H: 1.5447 2.6581 0.2702
H: -2.9119 -4.8586 -3.1076
H: -2.8619 -7.0935 -1.9023
O: 3.9965 2.3854 1.1293
C: -0.2777 -6.4318 -1.0850
N: 1.8491 2.6600 2.4711
H: -1.5354 -0.7920 -1.8943
H: -4.1215 -1.4500 0.0650
C: -0.6362 1.3022 4.3776
H: -2.2005 -5.0609 -0.7517
H: -4.6669 -1.3571 -2.3286
H: -3.3785 3.5117 3.0667
C: -4.1883 1.9805 0.9660
H: -3.2242 -1.4819 -4.4808
C: -1.1148 -7.6556 -3.4182
N: 4.4625 6.3796 -1.6069
H: -0.3926 -5.2745 -5.7600
H: 3.7025 6.8134 -1.0992
H: -4.3313 -5.8521 -3.8534
C: -4.0480 -0.3412 -0.3594
C: -1.2662 -4.6706 -5.2648
H: -3.4448 -5.1787 -6.0716
H: 1.3828 0.9499 1.0516
C: 3.1717 3.1325 1.9156
H: 4.5413 5.0759 1.7086
C: -1.0296 -4.9595 -0.9532
C: 0.0652 -6.8195 -2.6413
H: -3.2003 0.3737 2.4275
O: 5.8915 6.9685 0.0325
C: 3.5724 4.7199 2.2591
C: 5.6829 6.4297 -1.0431
O: -0.3525 -0.6550 6.8806
O: 0.3772 0.7007 3.4479
H: 7.7202 7.3087 5.1830
C: -1.3806 2.6936 3.9175
H: -3.7397 0.6662 -3.9177

## Properties
Orbital gap ... 0.2537 hartree
Net charge ... -1
Relative energy (zero: lowest compared OMol25 entry of this formula, charge and spin) ... 1284.58 kJ/mol
E_HOMO ... -4.75 eV

Atomic partial charges in e from the Mulliken method, atoms 1 to 99: atom 1 (H): 0.119, atom 2 (H): -0.188, atom 3 (H): 0.170, atom 4 (C): -0.829, atom 5 (O): -0.661, atom 6 (H): 0.267, atom 7 (C): -0.736, atom 8 (C): -0.674, atom 9 (H): 0.335, atom 10 (H): 0.190, atom 11 (H): 0.218, atom 12 (H): 0.252, atom 13 (H): 0.290, atom 14 (H): 0.038, atom 15 (H): 0.308, atom 16 (H): 0.399, atom 17 (H): -0.281, atom 18 (H): 0.343, atom 19 (H): 0.107, atom 20 (H): 0.225, atom 21 (C): -0.466, atom 22 (H): 0.020, atom 23 (H): -0.775, atom 24 (H): 0.346, atom 25 (H): 0.334, atom 26 (P): 0.426, atom 27 (C): 0.021, atom 28 (H): 0.039, atom 29 (H): 0.356, atom 30 (H): 0.327, atom 31 (H): 0.212, atom 32 (H): 0.297, atom 33 (H): 0.348, atom 34 (H): 0.154, atom 35 (H): 0.163, atom 36 (H): 0.448, atom 37 (C): 0.629, atom 38 (H): 0.389, atom 39 (C): -0.428, atom 40 (C): -0.783, atom 41 (N): -0.416, atom 42 (C): -0.657, atom 43 (C): -0.762, atom 44 (H): 0.294, atom 45 (N): -0.372, atom 46 (C): -0.407, atom 47 (H): 0.080, atom 48 (H): 0.157, atom 49 (H): 0.173, atom 50 (C): 0.121, atom 51 (H): -0.290, atom 52 (C): -0.841, atom 53 (H): 0.312, atom 54 (P): -0.544, atom 55 (O): -0.436, atom 56 (H): 0.214, atom 57 (C): -0.594, atom 58 (H): -0.161, atom 59 (C): 0.186, atom 60 (H): 0.369, atom 61 (H): 0.053, atom 62 (H): 0.418, atom 63 (H): 0.216, atom 64 (H): 0.217, atom 65 (I): -0.236, atom 66 (N): -0.297, atom 67 (H): 0.328, atom 68 (H): -0.349, atom 69 (H): 0.270, atom 70 (O): -0.632, atom 71 (C): -0.561, atom 72 (N): 0.286, atom 73 (H): 0.242, atom 74 (H): 0.319, atom 75 (C): 0.375, atom 76 (H): 0.143, atom 77 (H): 0.117, atom 78 (H): 0.362, atom 79 (C): -0.439, atom 80 (H): 0.328, atom 81 (C): -0.592, atom 82 (N): -0.408, atom 83 (H): 0.397, atom 84 (H): 0.222, atom 85 (H): 0.364, atom 86 (C): -0.060, atom 87 (C): 0.575, atom 88 (H): 0.322, atom 89 (H): 0.281, atom 90 (C): 0.263, atom 91 (H): -0.104, atom 92 (C): -0.347, atom 93 (C): -0.434, atom 94 (H): 0.271, atom 95 (O): -0.668, atom 96 (C): -0.374, atom 97 (C): 0.758, atom 98 (O): -0.695, atom 99 (O): -0.457